Record 1
C32H61BN3O7 | wB97M-V/def2-TZVPD

The gap between HOMO and LUMO is 6.914 eV. For the HOMO energy, the calculation gives -0.3773 Ha. The total energy is -53645.34610 eV. The calculation puts the LUMO energy at -0.1232 hartree. The net charge is +1.

Each line ends with the Löwdin charge.
Element x y z (Å)
C -6.102 7.905 0.482  -0.045
C -5.823 6.971 -0.727  -0.174
O -6.469 5.683 -0.485  -0.006
C -5.641 4.731 -0.034  -0.244
N -5.763 4.409 1.253  0.233
C -5.044 3.453 1.875  -0.031
B -5.332 3.215 3.440  -0.413
C -4.192 3.555 4.500  0.008
O -6.548 2.764 3.849  0.181
C -4.123 2.742 1.160  -0.096
C -3.329 1.619 1.794  -0.103
C -4.036 0.283 1.396  -0.168
C -3.262 -0.957 1.874  -0.178
C -2.083 -1.243 0.877  -0.174
C -0.719 -0.999 1.623  -0.209
C -0.115 -2.402 1.966  -0.181
C 0.537 -2.990 0.677  -0.204
C 2.089 -3.103 0.811  -0.190
C 2.724 -1.747 0.393  -0.194
C 3.744 -1.298 1.489  -0.153
C 4.114 0.201 1.328  -0.228
O 5.434 0.312 0.800  -0.198
C 5.463 0.687 -0.574  -0.104
C -3.932 3.076 -0.208  -0.047
C -2.906 2.358 -1.065  -0.085
C -1.433 2.560 -0.580  -0.075
C -0.608 3.426 -1.538  -0.481
N 0.093 4.533 -0.958  0.120
O -0.508 3.193 -2.721  0.097
C -4.700 4.078 -0.800  -0.080
C -4.531 4.460 -2.260  -0.063
C -5.164 3.355 -3.123  -0.391
C -4.743 3.151 -4.566  -0.017
N -6.036 2.628 -2.551  0.168
H -6.444 8.889 0.153  0.082
H -6.779 7.441 1.202  0.075
H -5.144 8.062 1.001  0.077
H -6.341 7.410 -1.585  0.129
H -4.759 6.847 -0.933  0.121
H -6.448 4.920 1.801  0.189
H -3.550 2.697 4.720  0.072
H -3.548 4.342 4.076  0.075
H -4.621 3.995 5.411  0.074
H -6.797 3.176 4.687  0.123
H -3.358 1.657 2.888  0.103
H -2.281 1.630 1.493  0.099
H -4.159 0.316 0.308  0.101
H -5.050 0.256 1.821  0.124
H -3.952 -1.807 1.777  0.111
H -2.939 -0.898 2.917  0.112
H -2.138 -2.282 0.543  0.107
H -2.154 -0.561 0.020  0.087
H -0.063 -0.422 0.960  0.079
H -0.875 -0.434 2.551  0.097
H 0.595 -2.279 2.790  0.104
H -0.970 -3.025 2.249  0.106
H 0.339 -2.340 -0.187  0.102
H 0.065 -3.952 0.441  0.105
H 2.297 -3.372 1.852  0.100
H 2.431 -3.919 0.164  0.102
H 1.973 -0.953 0.307  0.081
H 3.220 -1.859 -0.578  0.114
H 3.244 -1.442 2.453  0.103
H 4.635 -1.918 1.357  0.113
H 4.127 0.641 2.335  0.115
H 3.385 0.745 0.712  0.107
H 5.707 1.759 -0.643  0.086
H 6.278 0.130 -1.050  0.086
H 4.518 0.488 -1.094  0.081
H -2.939 2.718 -2.097  0.091
H -3.190 1.302 -1.122  0.120
H -0.996 1.567 -0.423  0.119
H -1.472 3.055 0.398  0.100
H -0.278 4.739 -0.035  0.074
H 1.068 4.277 -0.818  0.104
H -3.469 4.607 -2.493  0.130
H -5.033 5.400 -2.505  0.116
H -5.017 3.979 -5.227  0.091
H -3.651 3.032 -4.616  0.087
H -5.189 2.222 -4.937  0.082
H -6.385 1.919 -3.196  0.068
C 8.755 -4.088 -0.179  -0.108
O 7.867 -5.181 -0.260  -0.199
C 6.587 -4.868 0.260  -0.207
C 5.549 -5.844 -0.257  -0.179
O 5.091 -5.535 -1.569  -0.138
C 5.996 -5.799 -2.636  -0.180
C 6.147 -7.273 -2.950  -0.205
O 7.032 -7.890 -2.030  -0.201
C 6.850 -9.288 -1.970  -0.111
H 8.897 -3.775 0.861  0.089
H 9.713 -4.405 -0.588  0.089
H 8.385 -3.245 -0.775  0.086
H 6.300 -3.848 -0.025  0.121
H 6.640 -4.938 1.355  0.129
H 4.665 -5.760 0.379  0.120
H 5.896 -6.876 -0.193  0.123
H 6.963 -5.326 -2.460  0.122
H 5.553 -5.317 -3.510  0.126
H 6.570 -7.388 -3.957  0.129
H 5.163 -7.755 -2.914  0.128
H 5.838 -9.530 -1.627  0.088
H 7.563 -9.687 -1.251  0.089
H 7.033 -9.749 -2.947  0.089


Record 2
C32H61FO6SSi2 | wB97M-V/def2-TZVPD

The gap between HOMO and LUMO is 9.153 eV. For the HOMO energy, the calculation gives -0.3197 Ha. The total energy is -75769.84609 eV. The calculation puts the LUMO energy at 0.0167 hartree.

Each line ends with the Löwdin charge.
Element x y z (Å)
C 4.286 1.248 2.270  -0.031
C 3.243 1.361 1.191  -0.250
C 2.096 2.024 1.512  -0.072
C 1.071 2.184 0.642  -0.097
C 1.205 1.692 -0.627  -0.089
C 2.342 1.033 -0.953  -0.092
C 3.363 0.828 -0.078  -0.259
C 4.577 0.034 -0.512  -0.172
Si 4.179 -1.517 -1.523  0.553
C 4.719 -1.449 -3.322  -0.243
C 4.187 -0.229 -4.105  -0.467
C 4.192 -0.506 -5.614  -0.095
C 5.091 1.007 -3.830  -0.069
O 2.544 -1.936 -1.541  -0.336
Si 1.876 -2.747 -0.279  0.040
F 0.757 -3.667 -0.932  -0.175
S 0.913 -1.530 1.163  0.547
H 3.953 0.618 3.092  0.087
H 4.498 2.251 2.636  0.085
H 5.229 0.850 1.913  0.060
H 1.976 2.442 2.504  0.122
H 0.151 2.682 0.900  0.099
H 0.425 1.781 -1.370  0.106
H 2.426 0.629 -1.956  0.096
H 5.111 -0.312 0.366  0.057
H 5.262 0.704 -1.032  0.080
H 4.904 -2.659 -0.913  0.009
H 4.274 -2.335 -3.782  0.079
H 5.807 -1.480 -3.388  0.083
H 3.146 -0.034 -3.851  0.106
H 5.144 -0.913 -5.949  0.082
H 4.011 0.442 -6.120  0.074
H 3.359 -1.150 -5.890  0.075
H 4.515 1.859 -3.479  0.078
H 5.627 1.246 -4.744  0.070
H 5.862 0.751 -3.111  0.054
H 2.863 -3.617 0.358  0.006
H -0.037 -0.847 0.507  -0.183
C -1.641 -4.534 3.452  -0.173
C -1.295 -3.373 4.372  -0.170
C -0.174 -3.968 5.214  -0.201
O 0.500 -4.918 4.381  -0.140
C -0.276 -5.155 3.203  -0.204
H -2.142 -4.231 2.533  0.094
H -2.286 -5.245 3.975  0.117
H -0.920 -2.536 3.780  0.093
H -2.133 -3.019 4.970  0.112
H -0.571 -4.497 6.087  0.116
H 0.541 -3.219 5.559  0.116
H 0.229 -4.672 2.359  0.100
H -0.330 -6.227 3.009  0.117
C 0.300 7.164 -0.758  -0.168
C 1.079 7.159 0.551  -0.163
C 0.488 5.949 1.259  -0.192
O 0.104 5.020 0.236  -0.193
C 0.156 5.676 -1.037  -0.193
H 0.798 7.699 -1.565  0.112
H -0.684 7.614 -0.605  0.114
H 2.141 6.997 0.352  0.115
H 0.977 8.077 1.127  0.113
H -0.405 6.219 1.828  0.104
H 1.197 5.470 1.936  0.123
H 1.022 5.289 -1.585  0.119
H -0.746 5.437 -1.602  0.118
C -2.302 -1.631 -2.315  -0.174
C -3.316 -0.568 -1.901  -0.161
C -2.502 0.709 -2.054  -0.209
O -1.565 0.474 -3.107  -0.145
C -1.545 -0.921 -3.429  -0.191
H -2.753 -2.567 -2.640  0.095
H -1.626 -1.849 -1.483  0.103
H -4.158 -0.563 -2.596  0.117
H -3.709 -0.704 -0.894  0.110
H -1.938 0.929 -1.139  0.103
H -3.116 1.576 -2.301  0.118
H -2.042 -1.057 -4.395  0.118
H -0.512 -1.257 -3.519  0.116
C -3.725 -6.609 -0.844  -0.166
C -2.920 -5.436 -0.297  -0.162
C -3.888 -4.278 -0.487  -0.204
O -5.204 -4.824 -0.364  -0.136
C -5.134 -6.253 -0.390  -0.204
H -3.395 -7.580 -0.477  0.112
H -3.673 -6.621 -1.935  0.114
H -2.718 -5.587 0.766  0.097
H -1.968 -5.280 -0.805  0.112
H -3.790 -3.840 -1.486  0.094
H -3.753 -3.487 0.253  0.115
H -5.331 -6.624 0.621  0.117
H -5.906 -6.640 -1.057  0.116
C -3.683 3.656 1.758  -0.166
C -4.124 3.565 3.216  -0.171
C -2.812 3.809 3.951  -0.203
O -2.033 4.672 3.119  -0.147
C -2.632 4.754 1.821  -0.209
H -4.493 3.884 1.066  0.112
H -3.224 2.714 1.447  0.109
H -4.835 4.363 3.441  0.113
H -4.586 2.614 3.478  0.110
H -2.257 2.875 4.093  0.116
H -2.955 4.278 4.926  0.115
H -3.091 5.745 1.719  0.123
H -1.863 4.645 1.056  0.094